Run one
One molecule with the formula C20H20N4O5S. Source: the OMol25 dataset; level of theory: ωB97M-V/def2-TZVPD.

The HOMO energy is -8.408 eV. The LUMO energy is -1.027 eV. The calculation puts the orbital gap at 0.27121 Eh.

CARTESIAN COORDINATES (ANGSTROEM)
C (-1.880, -1.882, 3.218)
C (-2.531, -1.863, 1.867)
N (-3.416, -0.713, 1.866)
N (-2.833, 0.386, 1.173)
C (-3.603, 1.333, 0.596)
O (-4.836, 1.270, 0.639)
C (-2.870, 2.295, -0.254)
C (-1.618, 2.083, -0.751)
C (-0.843, 3.143, -1.384)
C (-0.956, 4.450, -1.102)
C (-0.216, 5.437, -1.848)
C (0.602, 5.007, -2.945)
N (1.389, 5.898, -3.581)
O (0.881, 6.817, -4.314)
O (2.628, 5.913, -3.530)
C (0.651, 3.592, -3.215)
C (-0.110, 2.713, -2.488)
N (-1.009, 0.852, -0.336)
C (-1.398, 0.144, 0.917)
C (-1.552, -1.452, 0.712)
C (-0.154, -2.102, 0.619)
C (-0.042, -3.175, -0.312)
C (1.175, -3.932, -0.232)
C (2.262, -3.464, 0.478)
S (3.815, -4.529, 0.467)
C (4.972, -3.264, 0.391)
O (3.802, -5.324, -0.820)
O (3.906, -5.229, 1.737)
C (2.134, -2.351, 1.360)
C (0.928, -1.610, 1.409)
H (-1.234, -0.936, 3.396)
H (-2.591, -1.882, 4.042)
H (-1.381, -2.801, 3.411)
H (-3.129, -2.851, 1.637)
H (-4.272, -0.889, 1.464)
H (-3.317, 3.259, -0.541)
H (-1.386, 4.768, -0.128)
H (-0.243, 6.451, -1.675)
H (1.434, 3.191, -3.817)
H (0.061, 1.645, -2.616)
H (-0.044, 0.757, -0.589)
H (-0.819, 0.447, 1.869)
H (-2.089, -1.583, -0.275)
H (-0.833, -3.436, -1.049)
H (1.235, -4.915, -0.698)
H (5.021, -2.800, 1.359)
H (5.959, -3.493, 0.042)
H (4.590, -2.564, -0.310)
H (2.934, -2.031, 2.050)
H (0.823, -0.778, 2.087)

These are the Löwdin partial charges, in e, on atoms 1 to 4: number 1, C, carries -0.06; number 2, C, carries -0.31; number 3, N, carries 0.06; number 4, N, carries -0.02

---

Run two
One molecule with the formula C20H20N4O5S. Source: the OMol25 dataset; level of theory: ωB97M-V/def2-TZVPD.

The HOMO energy is -8.108 eV. The LUMO energy is 0.316 eV. The calculation puts the orbital gap at 0.30956 Eh.

CARTESIAN COORDINATES (ANGSTROEM)
C (4.312, -6.225, -2.754)
C (2.988, -5.868, -1.937)
O (3.318, -4.904, -0.872)
C (2.714, -3.692, -0.932)
C (1.373, -3.669, -0.712)
C (0.628, -2.524, -0.764)
C (1.221, -1.226, -0.922)
C (0.450, 0.010, -1.105)
C (0.609, 0.857, -2.177)
C (-0.498, 1.812, -2.132)
C (-0.817, 2.936, -2.968)
C (-2.004, 3.533, -2.717)
C (-2.855, 3.080, -1.717)
N (-2.507, 2.128, -0.816)
C (-1.307, 1.556, -0.993)
N (-0.682, 0.490, -0.403)
C (-1.095, 0.040, 0.837)
O (-1.127, -1.104, 1.139)
N (-1.443, 0.760, 1.880)
C (-2.217, 0.247, 3.037)
C (-2.690, 1.449, 3.737)
N (-1.853, 2.413, 3.232)
S (-2.300, 4.064, 3.214)
C (-0.844, 5.063, 3.244)
O (-3.180, 4.360, 2.100)
O (-3.109, 4.289, 4.424)
C (-1.144, 2.051, 2.130)
O (-0.401, 2.772, 1.513)
C (2.542, -1.267, -1.226)
C (3.292, -2.453, -1.133)
H (4.863, -5.328, -3.065)
H (4.983, -6.946, -2.272)
H (4.015, -6.731, -3.683)
H (2.596, -6.766, -1.432)
H (2.259, -5.502, -2.639)
H (0.887, -4.720, -0.704)
H (-0.416, -2.718, -0.740)
H (1.423, 0.801, -2.945)
H (-0.176, 3.249, -3.744)
H (-2.474, 4.285, -3.393)
H (-3.693, 3.638, -1.451)
H (-1.837, -0.499, 3.677)
H (-3.058, -0.217, 2.640)
H (-3.791, 1.705, 3.516)
H (-2.616, 1.354, 4.843)
H (-0.423, 5.143, 4.267)
H (-1.243, 6.143, 3.058)
H (-0.130, 4.917, 2.455)
H (3.073, -0.346, -1.299)
H (4.383, -2.440, -1.295)

These are the Löwdin partial charges, in e, on atoms 1 to 4: number 1, C, carries -0.06; number 2, C, carries -0.18; number 3, O, carries -0.07; number 4, C, carries -0.34

---

Energy above the most stable structure, in kcal/mol: run one 99.2; run two 0.0

---

Run one
A 2-piece molecular cluster, C5H4O3 overall. Source: the OMol25 dataset; level of theory: ωB97M-V/def2-TZVPD.

The HOMO energy is -9.461 eV. The LUMO energy is 0.627 eV. The calculation puts the orbital gap at 0.37072 Eh.

CARTESIAN COORDINATES (ANGSTROEM)
O (0.948, -1.913, -0.234)
C (0.240, -1.208, -0.898)
O (0.542, -0.419, -1.923)
O (-1.215, -1.058, -0.645)
H (1.516, -0.387, -1.933)
H (-1.508, -1.874, -0.194)
C (1.792, 1.090, 1.152)
C (0.645, 0.968, 0.795)
C (-0.840, 0.969, 0.505)
C (-1.991, 1.334, 0.721)
H (2.815, 1.138, 1.446)
H (-2.944, 1.360, 1.207)

These are the Löwdin partial charges, in e, on atoms 1 to 4: number 1, O, carries 0.12; number 2, C, carries -0.60; number 3, O, carries 0.14; number 4, O, carries 0.00

---

Run two
C5H4O3 as an isolated structure. Source: the OMol25 dataset; level of theory: ωB97M-V/def2-TZVPD.

The HOMO energy is -8.200 eV. The LUMO energy is -0.115 eV. The calculation puts the orbital gap at 0.29713 Eh.

CARTESIAN COORDINATES (ANGSTROEM)
C (-1.129, -0.334, -0.140)
C (-0.038, 1.699, 0.024)
C (0.924, 0.654, -0.120)
C (1.591, -1.223, 0.120)
C (0.218, -0.564, -0.020)
H (-2.299, -1.904, -0.770)
H (0.260, 2.823, -0.104)
H (1.862, -2.000, -0.699)
H (1.957, -1.667, 1.170)
O (-2.346, -0.984, 0.101)
O (-1.275, 1.079, 0.112)
O (2.224, 0.074, -0.061)

These are the Löwdin partial charges, in e, on atoms 1 to 4: number 1, C, carries -0.27; number 2, C, carries -0.03; number 3, C, carries -0.20; number 4, C, carries -0.10

---

Run three
One molecule with the formula C5H4O3. Source: the OMol25 dataset; level of theory: ωB97M-V/def2-TZVPD.

The HOMO energy is -9.349 eV. The LUMO energy is 0.532 eV. The calculation puts the orbital gap at 0.36313 Eh.

CARTESIAN COORDINATES (ANGSTROEM)
C (1.683, -0.013, 2.121)
C (0.970, -0.569, 1.305)
O (0.630, -1.593, 0.482)
C (0.012, -0.970, -0.632)
O (0.429, -1.459, -1.869)
O (-1.316, -0.643, -0.513)
C (-0.407, 0.455, -0.291)
C (-1.045, 1.615, -0.341)
H (1.997, 0.742, 2.808)
H (-0.352, -1.786, -2.344)
H (-2.115, 1.684, -0.496)
H (-0.486, 2.536, -0.229)

These are the Löwdin partial charges, in e, on atoms 1 to 4: number 1, C, carries 0.16; number 2, C, carries -0.21; number 3, O, carries 0.09; number 4, C, carries -0.49

---

Energy above the most stable structure, in kcal/mol: run one 0.0; run two 31.3; run three 35.1

---

Run one
An isolated ion of composition C5H11N4O and charge +1. Source: the OMol25 dataset; level of theory: ωB97M-V/def2-TZVPD.

The net charge is +1. The HOMO energy is -13.428 eV. The LUMO energy is -3.134 eV. The calculation puts the orbital gap at 0.37829 Eh.

CARTESIAN COORDINATES (ANGSTROEM)
H (2.241, 2.363, -0.224)
N (1.315, 2.152, 0.206)
C (0.760, 1.038, 0.327)
C (-0.699, 0.860, 0.695)
C (-1.542, 0.654, -0.626)
O (-2.877, 1.033, -0.526)
C (-1.142, -0.494, 0.367)
N (-1.961, -1.404, 0.917)
N (0.283, -1.206, -0.175)
N (1.286, -0.237, 0.069)
C (2.671, -0.425, -0.273)
H (-1.141, 1.390, 1.535)
H (-1.022, 0.862, -1.537)
H (-3.105, 1.750, -1.152)
H (-2.773, -1.718, 0.451)
H (-2.142, -1.484, 1.958)
H (0.418, -2.128, 0.248)
H (0.270, -1.597, -1.140)
H (2.818, -0.620, -1.412)
H (3.250, 0.499, -0.028)
H (3.092, -1.288, 0.321)

These are the Löwdin partial charges, in e, on atoms 1 to 4: number 1, H, carries 0.09; number 2, N, carries 0.18; number 3, C, carries -0.37; number 4, C, carries -0.03

---

Run two
An isolated ion of composition C5H11N4O and charge +1. Source: the OMol25 dataset; level of theory: ωB97M-V/def2-TZVPD.

The net charge is +1. The HOMO energy is -13.507 eV. The LUMO energy is -3.825 eV. The calculation puts the orbital gap at 0.35582 Eh.

CARTESIAN COORDINATES (ANGSTROEM)
C (0.938, -0.300, -2.661)
C (0.035, 0.060, -1.412)
N (0.312, 1.457, -1.114)
N (0.025, 1.875, -0.031)
C (-0.496, 1.040, 1.061)
C (-2.005, 0.819, 1.146)
N (0.245, -0.282, 0.978)
N (0.785, -0.936, 2.110)
C (0.394, -0.763, -0.236)
O (1.152, -1.806, -0.391)
H (1.981, -0.662, -2.346)
H (0.927, 0.533, -3.458)
H (0.659, -1.227, -3.208)
H (-1.003, 0.061, -1.530)
H (0.025, 1.477, 1.908)
H (-2.403, 0.189, 0.487)
H (-2.508, 1.896, 1.196)
H (-2.301, 0.365, 2.016)
H (1.730, -0.586, 2.104)
H (0.248, -0.920, 2.963)
H (1.261, -2.287, 0.418)

These are the Löwdin partial charges, in e, on atoms 1 to 4: number 1, C, carries -0.02; number 2, C, carries -0.24; number 3, N, carries 0.10; number 4, N, carries 0.09

---

Energy above the most stable structure, in kcal/mol: run one 0.0; run two 7.4

---

Run one
One molecule with the formula C11H20O2. Source: the OMol25 dataset; level of theory: ωB97M-V/def2-TZVPD.

The HOMO energy is -9.648 eV. The LUMO energy is 0.874 eV. The calculation puts the orbital gap at 0.38669 Eh.

CARTESIAN COORDINATES (ANGSTROEM)
C (-0.704, -4.431, 0.003)
C (-1.342, -3.526, -0.716)
C (-0.870, -2.992, -2.029)
C (-0.712, -1.468, -1.998)
C (0.390, -1.029, -1.037)
C (0.523, 0.490, -0.976)
C (1.630, 0.921, -0.016)
C (1.896, 2.427, -0.022)
C (0.686, 3.261, 0.419)
C (0.246, 2.850, 1.803)
O (0.893, 2.978, 2.808)
O (-0.977, 2.301, 1.779)
C (-1.489, 1.850, 3.024)
H (-1.085, -4.789, 0.944)
H (0.230, -4.858, -0.325)
H (-2.278, -3.112, -0.362)
H (-1.604, -3.252, -2.799)
H (0.082, -3.454, -2.298)
H (-1.659, -1.014, -1.695)
H (-0.479, -1.110, -3.003)
H (0.169, -1.415, -0.039)
H (1.339, -1.466, -1.356)
H (-0.430, 0.913, -0.653)
H (0.742, 0.875, -1.975)
H (1.373, 0.604, 0.998)
H (2.555, 0.409, -0.291)
H (2.190, 2.741, -1.025)
H (2.724, 2.638, 0.658)
H (0.975, 4.313, 0.453)
H (-0.147, 3.140, -0.272)
H (-1.532, 2.675, 3.738)
H (-2.485, 1.464, 2.824)
H (-0.850, 1.066, 3.435)

These are the Löwdin partial charges, in e, on atoms 1 to 4: number 1, C, carries 0.00; number 2, C, carries -0.21; number 3, C, carries -0.22; number 4, C, carries -0.22

---

Run two
C11H20O2 as an isolated structure. Source: the OMol25 dataset; level of theory: ωB97M-V/def2-TZVPD.

The HOMO energy is -8.834 eV. The LUMO energy is 0.741 eV. The calculation puts the orbital gap at 0.35185 Eh.

CARTESIAN COORDINATES (ANGSTROEM)
C (-6.030, -1.621, 0.338)
C (-4.969, -1.077, -0.469)
C (-4.325, 0.340, -0.189)
H (-4.580, 0.893, -1.036)
C (-2.954, -0.083, -0.070)
C (-2.369, 1.351, 0.419)
C (-0.923, 1.190, 0.898)
C (0.020, 0.880, -0.556)
C (1.469, 0.881, -0.155)
C (2.439, 0.357, -1.233)
C (3.829, 0.601, -0.835)
C (4.072, -0.515, 0.122)
O (4.573, -0.549, 1.226)
O (3.989, -1.778, -0.164)
H (4.141, -2.514, 0.384)
H (4.121, 1.352, -0.367)
H (4.514, -0.025, -1.679)
H (2.074, -0.657, -1.453)
H (2.355, 1.180, -2.137)
H (1.648, 0.241, 0.912)
H (1.775, 1.856, 0.157)
H (-0.367, -0.051, -0.586)
H (-0.120, 1.641, -1.229)
H (-0.786, 0.668, 1.737)
H (-0.480, 2.463, 0.830)
H (-2.336, 2.110, -0.515)
H (-2.828, 1.732, 1.197)
H (-2.488, -0.205, -0.828)
H (-2.904, -0.612, 1.042)
H (-4.921, 0.657, 0.787)
H (-4.723, -1.466, -1.389)
H (-6.540, -2.602, -0.127)
H (-6.453, -1.097, 1.148)

These are the Löwdin partial charges, in e, on atoms 1 to 4: number 1, C, carries 0.00; number 2, C, carries -0.15; number 3, C, carries -0.26; number 4, H, carries 0.09

---

Energy above the most stable structure, in kcal/mol: run one 0.0; run two 234.0